(1)
10
Properties=species:S:1:pos:R:3:forces:R:3 method="wB97M-V/def2-TZVPD" mol_weight_da=118.523 multiplicity=1 homo_energy_ev=-11.21 de_lowest_kj_mol=112.9 e_tot_ha=-761.01852
N -0.704 0.873 -0.366 -1.22 -1.12 -0.18
C -1.840 0.082 -0.578 -0.92 1.58 -1.14
C 0.085 -0.033 0.114 0.84 1.30 -0.46
H -2.732 0.493 -1.093 0.65 -0.35 0.67
O -0.407 -1.229 0.232 -1.14 -1.17 -0.06
N -1.797 -1.164 -0.274 1.96 0.32 0.63
H 1.572 -0.107 1.527 0.67 -0.15 0.00
Cl 2.664 -0.510 -0.576 0.09 -0.11 0.06
C 1.502 0.260 0.505 -0.85 -0.18 0.64
H 1.658 1.336 0.509 -0.07 -0.12 -0.17

=====

(2)
79
Properties=species:S:1:pos:R:3:forces:R:3 method="wB97M-V/def2-TZVPD" total_charge=-1 mol_weight_da=702.479 multiplicity=2 homo_energy_ev="0.29 / -5.05" de_lowest_kj_mol=53.4 e_tot_ha=-2884.56246
C -2.461 4.668 1.090 -0.14 -0.62 -0.13
H -0.599 -0.404 0.967 -0.16 -0.18 -1.04
H 2.861 -0.062 0.357 0.24 -0.70 -0.29
C 3.947 -0.412 6.831 -1.17 -0.62 -2.23
F -4.597 0.765 2.447 -1.65 -0.36 0.50
C 0.658 2.529 -3.494 0.59 0.32 1.34
C -1.262 -5.015 -5.377 4.56 1.80 1.23
H 0.223 -4.869 -9.379 0.14 -0.09 0.16
O -2.470 -3.596 1.293 0.87 1.38 -3.91
C -2.058 -3.144 0.181 -1.23 -2.06 6.19
C 2.424 0.379 -0.539 -0.53 1.23 1.28
H -1.375 -3.569 -8.292 -0.21 0.34 0.60
H -2.890 4.417 0.120 0.66 0.25 -0.53
C -3.662 1.575 2.985 2.44 3.22 -5.47
H -1.132 4.321 -2.909 -0.36 0.09 0.46
F 0.236 -1.228 5.529 1.26 -2.15 -0.36
F -2.446 -7.108 -5.347 -0.44 -0.95 -1.99
O 2.051 1.684 -0.094 -0.76 0.73 0.02
O -1.168 -2.226 0.072 0.48 1.68 -0.53
O 2.658 -0.828 6.246 -1.07 -0.95 0.17
H -0.027 5.708 -2.906 0.10 0.00 0.19
H -0.747 -6.104 -8.524 -0.88 0.54 -0.41
H -0.147 3.463 -0.747 0.47 -0.50 -0.37
F -3.358 -5.424 -4.361 -0.46 0.39 -0.43
H -0.307 2.134 -3.809 -0.33 0.41 0.25
C -2.212 -6.030 -4.665 0.16 0.40 2.09
H -1.380 4.539 1.127 0.19 -0.34 -0.27
C 0.908 -2.399 5.905 -0.35 1.91 -0.27
C -0.748 -4.087 -7.567 0.60 -1.25 -1.05
F -2.081 -5.099 -1.046 -0.27 0.48 -0.42
H -0.015 -3.427 -7.104 -0.17 -0.11 0.05
H -2.105 6.901 1.171 0.41 -0.46 -0.50
C 2.940 2.715 -0.346 1.21 1.28 -0.77
H 0.626 -3.058 1.873 -0.35 -0.29 -0.40
C -0.132 4.658 -2.635 0.96 -1.38 -0.15
O -2.413 2.035 0.801 0.45 -1.75 -1.21
C -0.789 -1.444 1.234 2.39 0.58 1.70
C 2.455 4.165 0.019 -1.44 -1.69 -0.50
C -3.002 2.456 1.819 -0.35 -1.72 1.64
H 1.395 1.961 -4.062 0.34 1.10 -0.96
C -0.102 -5.233 -8.405 0.10 -0.33 1.00
H 1.465 -1.678 1.287 -0.15 0.44 0.24
F -4.080 2.304 3.991 -1.12 0.07 1.07
H 1.439 -0.039 -0.749 0.46 -0.67 -0.40
C 0.585 -1.969 1.860 -1.42 -0.98 -0.49
H -0.348 5.142 -0.625 -0.45 0.09 0.16
H 3.917 2.553 0.108 0.21 -0.10 0.92
H 4.777 1.412 7.179 -0.37 0.95 0.04
H 3.250 2.706 -1.391 -0.40 0.20 -0.65
O -1.629 -4.682 -6.604 -1.36 -0.77 0.44
H -2.788 6.190 2.574 0.26 -0.30 0.23
C 0.219 4.394 -1.180 -1.07 1.20 1.30
F -2.751 0.729 3.389 1.66 -1.97 1.77
H 3.874 -0.629 7.897 0.39 0.15 -0.11
F 0.201 -2.848 6.918 -0.44 -1.06 0.09
F -3.847 -3.787 -1.183 1.12 -0.18 -0.19
H 2.000 4.081 1.005 -0.26 0.16 0.20
H -3.768 6.416 1.221 -0.17 -0.19 -0.34
H 4.475 1.287 5.458 -0.26 -0.41 -0.04
O 0.792 3.969 -3.457 0.47 -1.26 -1.90
H 3.142 0.402 -1.358 -0.21 -0.10 -0.23
O -3.083 3.780 1.975 -1.43 3.28 2.29
F 1.055 -3.292 4.915 -1.06 0.53 0.30
C -2.486 -3.815 -1.089 -0.87 -0.16 0.14
H 0.683 -5.771 -7.873 0.69 0.72 0.05
H 3.284 4.869 0.093 0.12 -0.28 -0.21
F -1.961 -3.196 -2.133 -0.09 -0.33 -0.70
F -1.755 -6.519 -3.488 0.78 1.03 -0.41
H 4.570 -1.099 6.259 1.03 0.30 0.82
C 2.304 -2.107 6.411 3.64 -0.34 2.67
O 3.012 -2.945 7.024 -2.52 2.26 -2.19
O 1.563 4.745 -0.939 1.53 0.02 -0.32
H 0.966 2.160 -2.515 -0.84 -0.17 0.54
H 0.654 -1.801 2.935 0.05 0.92 -0.26
O -0.215 -4.579 -4.842 -3.49 -1.75 -1.35
H -1.529 -1.270 2.015 -0.49 -1.10 -0.34
H 3.027 1.424 6.522 0.38 0.70 0.21
C -2.762 6.091 1.488 -1.10 0.76 0.99
C 4.054 1.068 6.439 0.53 -1.29 0.96

=====

(3)
80
Properties=species:S:1:pos:R:3:forces:R:3 method="wB97M-V/def2-TZVPD" total_charge=-2 mol_weight_da=904.138 multiplicity=1 homo_energy_ev=-2.31 de_lowest_kj_mol=120.7 e_tot_ha=-4573.40123
S 2.344 0.898 -1.902 0.15 0.01 -0.11
H -3.000 0.741 -2.683 0.02 -0.17 -0.07
C 1.394 -4.668 -4.969 -0.10 0.16 0.26
C 6.140 -0.430 -3.878 -0.01 -0.01 0.05
H 5.231 0.668 0.679 -0.03 -0.07 0.04
C 5.916 0.854 -3.513 0.20 -0.11 -0.19
H 7.786 1.138 0.863 0.03 0.01 0.02
S -5.952 3.463 3.070 0.07 -0.25 -0.25
O -0.295 1.368 -1.290 0.36 -0.19 0.12
H 1.270 -3.724 -5.502 0.00 0.03 0.01
O -3.876 -1.583 0.851 -0.19 0.41 -0.59
Cl -3.151 -2.058 2.009 -0.39 -0.46 0.56
C 7.039 1.696 1.410 0.10 -0.01 -0.06
H -1.774 -4.044 -5.055 0.01 0.04 0.01
H -1.674 -5.806 -5.108 0.10 -0.04 0.01
H 1.393 -6.529 -2.296 0.01 0.02 0.03
O -3.844 -3.193 2.552 -0.13 -0.25 0.06
C -2.828 3.131 3.223 -0.03 -0.08 -0.16
H 1.247 4.742 4.630 -0.03 -0.01 0.05
N -2.013 -0.640 -1.491 -0.34 0.08 -0.33
C -1.425 3.141 3.237 0.11 -0.28 -0.18
C 4.888 2.250 2.101 0.41 0.17 0.01
H -7.883 0.961 1.355 -0.02 0.00 0.01
H 3.352 3.857 3.694 -0.02 0.01 0.03
H 5.303 -2.430 -3.864 -0.10 -0.02 -0.01
H -1.222 4.697 4.722 0.04 0.02 0.01
N 2.118 -1.835 0.947 0.42 -0.15 0.06
C 3.438 2.268 2.255 -0.30 0.09 0.18
H -5.315 0.529 1.079 0.02 -0.07 0.02
H -1.763 -1.261 -2.253 0.02 0.00 -0.02
H -8.349 3.099 2.821 -0.03 -0.04 -0.02
N 1.328 1.323 1.606 -0.02 0.21 -0.14
C 5.649 1.441 1.306 -0.16 0.04 0.02
H 7.070 -0.715 -4.347 0.03 0.04 0.03
H 8.291 3.100 2.553 0.03 -0.04 -0.03
C -4.953 2.291 2.254 -0.44 0.16 0.02
O -1.548 2.623 -2.695 0.05 -0.21 0.14
C 1.392 3.139 3.183 -0.15 -0.24 -0.17
H 4.572 2.173 -2.666 0.01 0.00 0.04
C 2.791 3.144 3.099 0.07 -0.13 -0.18
H -2.397 -4.999 -3.712 0.00 0.01 0.03
C 2.632 1.353 1.536 0.00 0.05 0.15
H 1.332 -5.477 -5.701 -0.09 -0.07 0.05
C 0.165 -3.444 -2.420 -0.06 -0.27 -0.27
C -7.121 1.596 1.782 -0.12 0.03 -0.07
C 3.061 -1.835 1.640 -0.82 -0.06 -0.67
C 0.686 2.214 2.383 0.38 0.18 0.15
H -2.750 -1.053 -0.931 -0.24 -0.03 0.09
Si 0.097 -4.829 -3.587 -0.04 -0.42 -0.38
H -3.191 1.044 0.600 -0.08 -0.15 0.00
H 2.400 -4.677 -4.545 0.02 0.02 0.02
O -3.088 -1.021 2.998 0.04 0.41 0.11
N -2.353 0.658 -1.913 -0.21 0.16 0.15
C -3.499 2.356 2.307 0.26 0.05 0.10
C -5.732 1.369 1.615 0.19 -0.03 0.06
C -0.758 2.253 2.369 -0.20 0.27 0.15
N 4.745 1.216 -2.936 -0.08 -0.25 0.06
C 5.122 -1.394 -3.606 0.03 0.13 0.06
C -7.392 2.694 2.535 0.09 0.13 0.15
N -1.419 1.500 1.473 0.03 0.04 -0.03
O -1.827 -2.449 1.614 0.42 -0.07 -0.27
H -3.373 3.742 3.935 0.03 0.03 0.01
S 4.387 -1.803 2.577 0.78 0.04 0.55
H 3.176 -1.728 -2.770 0.01 -0.05 0.01
C -1.303 1.632 -1.990 -0.29 -0.02 -0.02
C 0.408 -6.514 -2.767 -0.03 0.33 0.08
S 5.906 3.352 2.986 -0.04 -0.28 -0.23
H 0.364 -7.341 -3.481 -0.03 0.07 -0.10
C -2.718 1.587 1.406 -0.07 0.10 0.23
C 0.148 -2.518 -1.616 0.25 0.12 0.01
C -0.673 4.023 4.073 0.07 0.11 0.14
C 3.716 0.338 -2.630 -0.03 0.25 0.16
Sn -0.065 -0.777 0.019 0.09 0.24 -0.17
H -0.330 -6.704 -1.985 -0.01 0.02 0.02
C 0.676 4.041 4.031 -0.10 0.08 0.08
C 3.964 -1.025 -3.006 0.01 -0.17 -0.02
C -1.595 -4.936 -4.451 0.18 0.14 0.21
H 6.650 1.635 -3.658 -0.08 0.06 0.00
H 3.081 0.618 0.884 0.05 -0.05 0.01
C 7.329 2.700 2.276 -0.08 0.16 0.15

=====

(4)
15
Properties=species:S:1:pos:R:3:forces:R:3 method="wB97M-V/def2-TZVPD" smiles="CC(=O)C1(O)CC1" mol_weight_da=100.117 multiplicity=1 homo_energy_ev=-8.67 de_lowest_kj_mol=435.0 e_tot_ha=-345.63928
H -1.481 -1.640 0.860 -0.03 0.01 0.17
H -2.287 1.215 -0.691 -0.48 -1.17 -0.26
C -0.652 -0.103 0.098 -0.25 0.25 -0.57
H 0.175 -1.110 -1.683 0.06 1.53 -0.14
H 1.788 -1.250 1.217 -0.12 -0.17 0.16
C -0.672 -0.495 -1.305 -0.88 -0.11 -0.69
O -1.226 -0.766 1.175 0.32 -0.48 0.32
C 0.819 0.270 0.029 0.33 2.47 0.77
C -1.234 1.090 -0.503 -0.73 -0.08 -0.20
C 1.808 -0.188 1.009 0.43 -0.19 0.41
O 1.065 1.181 -0.751 1.70 -0.92 0.76
H 1.531 0.371 1.915 0.20 -0.33 0.03
H -0.924 2.092 -0.164 0.90 -0.61 -1.04
H 2.793 0.125 0.679 0.13 -0.01 0.08
H -1.502 -0.794 -1.885 -1.57 -0.17 0.20

=====

(5)
22
Properties=species:S:1:pos:R:3:forces:R:3 method="wB97M-V/def2-TZVPD" mol_weight_da=395.946 multiplicity=1 homo_energy_ev=-9.14 de_lowest_kj_mol=0.0 e_tot_ha=-1285.34019
C -0.096 -0.732 0.695 -0.12 -0.42 0.13
C -1.343 -0.593 -0.191 -0.03 -0.27 0.10
H -0.157 -1.547 1.414 0.03 0.03 0.04
O 1.027 4.447 0.252 0.98 0.68 0.49
C 0.018 0.684 1.287 0.05 0.04 0.32
C 1.343 0.658 -0.702 0.34 0.13 -0.18
H -1.023 0.785 -1.886 0.03 0.06 0.03
I -0.279 4.011 -2.704 -0.11 -0.10 0.08
H -2.252 -0.638 0.410 0.00 -0.01 0.00
I -2.189 4.168 0.721 0.00 -0.07 -0.10
C 1.143 -0.805 -0.219 0.10 -0.26 0.01
H 1.370 0.744 -1.788 -0.02 0.06 0.03
H 2.016 -1.161 0.327 0.03 0.00 0.00
H 0.912 0.832 1.890 0.04 0.04 -0.01
H -1.996 1.456 -0.575 0.05 0.00 -0.03
H -1.402 -1.371 -0.951 0.01 -0.06 0.02
C -1.147 0.810 -0.803 -0.24 0.01 -0.22
H 2.257 1.093 -0.295 -0.05 0.01 -0.01
P -0.028 3.623 -0.301 -0.34 -3.32 0.04
C 0.113 1.260 -0.096 -0.72 3.50 -0.77
H 0.971 -1.481 -1.057 0.04 -0.06 0.02
H -0.865 0.991 1.843 -0.07 0.03 0.00

=====

(6)
17
Properties=species:S:1:pos:R:3:forces:R:3 method="wB97M-V/def2-TZVPD" smiles=N[C@H](c1ccco1)C(F)F mol_weight_da=147.124 multiplicity=1 homo_energy_ev=-8.81 de_lowest_kj_mol=0.0 e_tot_ha=-562.50092
C 0.761 0.779 -0.256 2.27 -1.75 1.48
C 2.170 -0.098 -0.498 -3.80 -0.76 -2.70
C -1.529 0.165 0.702 -1.40 -1.45 1.09
C -2.483 -0.927 0.332 1.22 1.23 0.25
H 1.302 2.459 0.815 1.60 2.67 -0.53
O -0.756 -1.014 -0.969 2.73 -0.22 -1.68
F 2.389 -0.301 -1.867 -0.05 1.14 0.67
F 2.110 -1.361 -0.071 -0.57 -0.77 1.27
C -1.908 -1.598 -0.710 -0.86 2.58 2.78
H 1.070 1.169 1.747 0.24 -0.62 1.01
H 2.995 0.323 -0.054 1.98 1.58 0.85
H -2.143 -2.365 -1.341 -0.82 -1.87 -1.26
H -1.597 0.837 1.585 -0.02 -0.57 -1.14
H -3.392 -1.076 0.863 -0.54 -0.35 -0.04
N 0.861 1.624 0.901 -1.71 -2.09 -0.27
C -0.478 -0.026 -0.112 -0.47 0.18 0.12
H 0.628 1.411 -1.068 0.19 1.07 -1.91

=====

(7)
12
Properties=species:S:1:pos:R:3:forces:R:3 method="wB97M-V/def2-TZVPD" total_charge=-1 mol_weight_da=175.989 multiplicity=1 homo_energy_ev=-3.53 de_lowest_kj_mol=400.2 e_tot_ha=-2917.27109
C 0.083 0.369 -0.440 3.21 -0.92 0.76
C -0.106 1.781 0.175 -0.60 -1.73 -0.08
C 0.847 2.927 0.206 -1.44 -0.26 -0.83
O -1.874 1.488 1.885 -2.19 -1.50 1.75
H -1.556 -0.957 0.712 0.99 0.02 -0.62
Br 0.264 4.118 2.032 0.10 -0.26 -0.36
O -0.409 2.844 -0.694 1.17 0.01 1.77
H 1.168 -0.082 -0.446 -1.69 1.02 -0.12
H -0.282 0.230 -1.413 -0.94 0.00 -1.32
C -1.115 0.879 1.215 0.21 13.44 1.06
C -0.682 -0.242 0.744 1.46 -9.74 -2.74
H 0.113 -0.717 1.313 -0.29 -0.08 0.72